Formula: C6H10O
Source: the OMol25 dataset
Level of theory: ωB97M-V/def2-TZVPD

Calculated values
LUMO energy   0.91 eV
SMILES   C[C@H]1C[C@@]2(O)C[C@@H]12
Kohn-Sham gap   10.34 eV
HOMO energy   -9.43 eV

Positions of all 17 atoms, in Å:
O  -2.2835  -1.2634  0.0749
C  2.1962  0.3018  -0.2223
C  -1.2698  -0.3288  0.1883
C  0.8355  -0.3744  -0.1966
C  -0.3996  0.1414  -0.9486
C  -1.3555  1.0929  -0.2250
C  -0.0267  -0.4850  1.0862
H  -1.0505  1.8933  0.4499
H  2.1459  1.3715  0.0038
H  0.1017  0.3637  1.7696
H  -2.2317  1.3252  -0.8300
H  -0.5464  0.0099  -2.0155
H  2.6507  0.1853  -1.2142
H  -2.9492  -1.0760  0.7484
H  0.0551  -1.4159  1.6483
H  2.8746  -0.1738  0.4983
H  0.9712  -1.4055  -0.5522